{"formula": "C18H51BF3N6O3P3S", "method": "the ωB97M-V functional and the def2-TZVPD basis", "energy_ev": -82101.3391, "smiles": "CCB(O)[PH2](CCCS)C(F)(F)F.CN(C)P(=O)(N(C)C)N(C)C.CN(C)P(=O)(N(C)C)N(C)C", "homo_lumo_gap_ev": 7.16, "fmax_ev_per_a": 8.78, "symbols": ["C", "C", "B", "O", "P", "C", "C", "C", "S", "C", "F", "F", "F", "H", "H", "H", "H", "H", "H", "H", "H", "H", "H", "H", "H", "H", "H", "H", "O", "P", "N", "C", "C", "N", "C", "C", "N", "C", "C", "H", "H", "H", "H", "H", "H", "H", "H", "H", "H", "H", "H", "H", "H", "H", "H", "H", "H", "O", "P", "N", "C", "C", "N", "C", "C", "N", "C", "C", "H", "H", "H", "H", "H", "H", "H", "H", "H", "H", "H", "H", "H", "H", "H", "H", "H", "H"], "xyz": [[5.442181, -4.491241, -1.962337], [5.114857, -4.239300, -3.502135], [4.345527, -2.864800, -3.838047], [4.166267, -2.564420, -5.230733], [3.651129, -1.584468, -2.575988], [5.062231, -0.336421, -2.818688], [6.465573, -0.781349, -2.226340], [7.593833, -0.143663, -3.185135], [7.903758, -1.184047, -4.701252], [2.113250, -2.779621, -2.300978], [0.935952, -2.031088, -2.281788], [1.949061, -3.692704, -3.362585], [2.260278, -3.423100, -1.074604], [6.556800, -4.477695, -1.788134], [4.994082, -5.498921, -1.694048], [4.978625, -3.754726, -1.252330], [6.103736, -4.202747, -4.060507], [4.507712, -5.084233, -3.942959], [3.740004, -1.692907, -5.309733], [2.689885, -0.612972, -3.022908], [3.943309, -1.776779, -1.192207], [5.195991, -0.005261, -3.899826], [4.766867, 0.617553, -2.265356], [6.657123, -1.890664, -2.240746], [6.670813, -0.420997, -1.179896], [7.200223, 0.839824, -3.572045], [8.570303, 0.024887, -2.657754], [8.096158, -2.451301, -4.159323], [1.275654, 3.102244, -2.320001], [-0.142821, 2.945452, -1.749320], [-0.690712, 1.992809, -3.090270], [-2.014611, 1.929198, -3.681428], [-0.025039, 0.695724, -3.230907], [-0.558728, 4.606036, -2.007993], [-1.637465, 5.059065, -2.865729], [0.539122, 5.567488, -2.092245], [-1.694268, 2.738494, -0.914806], [-1.859807, 3.639863, 0.255999], [-1.853410, 1.374902, -0.352271], [-2.744996, 1.389398, -3.062861], [-1.979813, 1.416863, -4.647239], [-2.430534, 2.904513, -3.911020], [-0.389322, -0.031334, -2.498137], [1.053803, 0.786245, -3.094481], [-0.170115, 0.273033, -4.228921], [-1.406210, 4.910114, -3.926652], [-1.832534, 6.126429, -2.715130], [-2.582932, 4.573598, -2.617710], [1.016779, 5.549146, -3.078293], [1.295026, 5.363500, -1.333387], [0.183949, 6.584819, -1.903919], [-1.041501, 3.517290, 0.971622], [-2.803658, 3.433778, 0.767713], [-1.907384, 4.689049, -0.027956], [-1.011288, 1.110933, 0.293407], [-1.934902, 0.614314, -1.128457], [-2.774971, 1.294382, 0.228195], [-3.152624, 0.753722, 3.368478], [-3.430013, -0.612280, 4.018300], [-5.088620, -0.200216, 4.309128], [-5.946026, -0.601506, 5.409615], [-5.895467, -0.011285, 3.100243], [-2.511829, -0.244230, 5.438325], [-3.065419, -0.163602, 6.777334], [-1.451175, 0.754005, 5.311576], [-3.705444, -2.241497, 4.665332], [-2.451277, -2.995988, 4.925476], [-4.459949, -3.101938, 3.721089], [-6.267226, -1.650874, 5.354541], [-6.855396, 0.005732, 5.429058], [-5.497521, -0.442464, 6.384465], [-6.161940, -0.966270, 2.632058], [-5.361693, 0.581555, 2.355477], [-6.820088, 0.530778, 3.314193], [-3.695794, 0.723453, 6.906160], [-2.267523, -0.115467, 7.526155], [-3.627222, -1.062205, 7.038021], [-1.852869, 1.773355, 5.325097], [-0.889798, 0.611205, 4.387716], [-0.727246, 0.661624, 6.126200], [-1.832274, -3.061970, 4.025598], [-2.677791, -4.009376, 5.268054], [-1.852189, -2.550529, 5.716633], [-3.978588, -3.138635, 2.739610], [-5.484354, -2.758663, 3.581408], [-4.545486, -4.120620, 4.105239]], "atomic_forces_ev_per_a": [[-0.39, -0.72, -0.23], [0.40, 0.53, 0.39], [0.43, -0.94, -2.89], [0.06, 0.16, 2.62], [0.54, 0.80, -0.20], [0.75, 1.17, 0.92], [1.00, 0.54, -1.22], [-0.25, -0.38, 0.72], [-0.14, -0.29, 0.64], [-0.74, 0.40, 0.10], [1.03, -1.40, 0.33], [0.08, 0.69, 1.91], [-0.92, 0.07, -1.75], [-1.24, -0.20, -0.08], [0.88, 1.14, -0.04], [0.41, -0.58, -0.80], [-1.24, -0.09, 0.37], [0.68, 0.86, 0.44], [0.19, -0.48, -0.29], [0.21, -0.39, 0.03], [-0.09, 0.11, -0.29], [-0.29, -0.70, 1.11], [0.23, -1.05, -0.66], [-0.49, 0.91, 0.11], [-0.53, -0.31, -0.98], [0.64, -1.01, 0.30], [-0.98, -0.16, -0.45], [-0.17, 1.24, -0.08], [0.50, -1.85, 3.92], [-2.56, 3.44, -7.18], [0.09, -0.96, -0.31], [-0.52, 0.04, 0.40], [0.41, 0.15, 0.06], [0.18, 0.77, 0.35], [-0.59, -0.17, 0.42], [0.31, -0.28, 0.12], [2.25, -0.66, 2.62], [-0.34, 0.60, 0.16], [-0.27, -0.62, -0.36], [-0.09, -0.02, -0.02], [0.31, -0.10, 0.13], [0.08, 0.11, 0.26], [-0.05, -0.17, -0.12], [-0.10, 0.20, 0.11], [-0.16, 0.14, 0.03], [-0.05, -0.02, -0.07], [0.25, -0.02, 0.04], [0.11, -0.20, -0.11], [0.12, 0.04, 0.02], [0.01, -0.07, -0.21], [-0.27, -0.11, -0.04], [-0.17, -0.02, 0.13], [0.13, -0.35, -0.09], [0.22, -0.17, -0.25], [-0.20, -0.06, 0.17], [0.18, 0.17, -0.19], [0.14, 0.25, 0.05], [1.36, -2.92, -3.22], [-2.74, 4.85, 6.79], [-1.10, -0.07, -0.56], [0.03, -0.61, 0.23], [0.31, 0.34, -0.25], [0.93, -0.10, 0.19], [-0.08, -0.74, 0.17], [-0.02, 0.03, -0.43], [1.95, -0.91, -2.93], [0.41, -0.14, 0.53], [-0.74, 0.00, -0.06], [-0.07, -0.05, 0.06], [0.11, 0.07, -0.32], [0.22, -0.11, -0.11], [-0.24, -0.02, -0.05], [0.14, -0.08, 0.12], [0.08, -0.09, 0.18], [-0.06, 0.01, 0.04], [0.10, 0.12, -0.21], [-0.15, 0.10, -0.15], [0.08, 0.06, -0.06], [-0.16, 0.14, 0.02], [-0.20, -0.17, 0.12], [0.00, -0.19, 0.06], [-0.25, 0.07, -0.23], [-0.17, 0.28, -0.16], [-0.02, -0.23, 0.04], [0.09, 0.26, 0.05], [0.21, 0.13, 0.08]]}